This record from OMol25 describes C8H16F3N3NiO3S2 as an isolated structure. The level of theory is ωB97M-V with the def2-TZVPD basis set.

Geometry (Å):
Ni1 -0.720 -0.131 0.970
N1 -0.533 -0.261 -1.938
C1 0.756 0.469 -2.205
C2 1.922 -0.295 -1.581
C3 2.176 -0.075 -0.086
N2 1.217 -0.809 0.769
C4 2.146 1.408 0.268
C5 0.906 2.159 -0.216
N3 -0.284 1.849 0.626
C6 0.662 1.911 -1.706
H1 -0.523 -1.243 -2.221
H2 -1.349 0.191 -2.345
H3 -0.637 -0.300 -0.885
H4 0.871 0.479 -3.288
H5 2.819 0.044 -2.104
H6 1.845 -1.363 -1.804
H7 3.186 -0.449 0.102
H8 1.581 -0.832 1.719
H9 1.136 -1.786 0.490
H10 3.018 1.886 -0.186
H11 2.269 1.539 1.347
H12 1.114 3.228 -0.120
H13 -1.074 2.392 0.285
H14 -0.109 2.218 1.560
H15 1.445 2.457 -2.239
H16 -0.274 2.374 -2.032
F1 -0.529 -3.794 2.273
C7 -1.637 -3.077 2.407
F2 -2.483 -3.723 3.202
F3 -1.292 -1.917 3.029
S1 -2.466 -2.699 0.770
O1 -1.272 -1.862 0.194
O2 -2.504 -3.996 0.107
O3 -2.748 0.632 1.887
S2 -4.946 2.112 1.312
C8 -3.690 1.266 1.640

Cartesian forces (eV/Å) of the 2 atoms listed first:
0.0 0.2 -0.1
0.4 0.0 0.3

Results
multiplicity	2
⟨S²⟩	0.757
ΔE to the lowest compared entry with this formula, charge and spin	0.000	eV
frontier orbital gap (spin up / spin down)	8.148 / 8.111	eV
energy	-3308.52033	a.u.
net charge	+1